## a
The molecule C4H10N2, computed with the ωB97M-V functional and the def2-TZVPD basis.

## Properties
* frontier orbital gap: 10.28 eV
* HOMO: -9.10 eV
* SMILES: C=NCCCN

Geometry as XYZ:
```
16
Properties=species:S:1:pos:R:3:nbo_charge:R:1
C -1.555 -0.052 2.135 -0.054
N -1.159 -0.216 0.944 -0.409
C -0.691 0.759 0.043 -0.253
C 0.875 0.687 0.023 -0.410
C 1.261 -0.631 -0.667 -0.236
N 0.482 -0.648 -2.108 -0.863
H -1.802 -0.763 2.916 0.184
H -1.802 1.019 2.357 0.119
H -0.834 1.843 0.308 0.163
H -1.140 0.541 -0.949 0.221
H 1.243 1.570 -0.643 0.217
H 1.208 0.753 1.096 0.216
H 2.397 -0.785 -0.832 0.200
H 1.021 -1.538 0.077 0.197
H 0.961 -1.417 -2.627 0.352
H -0.466 -1.121 -2.073 0.355
```

***

## b
The molecule C4H10N2, computed with the ωB97M-V functional and the def2-TZVPD basis.

## Properties
* frontier orbital gap (alpha / beta): 7.99 / 7.55 eV
* HOMO (alpha / beta): -7.17 / -6.81 eV

Geometry as XYZ:
```
16
Properties=species:S:1:pos:R:3:nbo_charge:R:1
C 1.421 0.310 -0.457 -0.002
C 1.986 1.101 0.696 -0.679
C -2.068 -1.049 -1.175 -0.447
C -0.400 -0.078 0.954 -0.424
N -0.728 -0.987 -1.309 -0.421
N 0.128 -0.158 -0.401 -0.089
H 2.016 0.316 -1.399 0.214
H 1.315 1.903 0.971 0.224
H 2.916 1.505 0.430 0.232
H 2.401 0.478 1.549 0.223
H -2.465 -1.443 -0.326 0.157
H -2.515 -0.071 -1.453 0.170
H -2.484 -1.841 -1.906 0.219
H -0.543 0.999 1.235 0.196
H -1.323 -0.519 1.044 0.217
H 0.344 -0.466 1.547 0.210
```

***

a wins, 260.2 kJ/mol ahead of the next structure.